i | ORCA calculation (the ωB97M-V functional and the def2-TZVPD basis) on 2 unconnected molecules or ions with the total composition C10H16OS.

Last column: Mulliken charge in e.
Positions of all 28 atoms, in Å:
1 C -2.904 1.940 -1.972  -1.1387
2 C -2.109 1.920 -0.674  -0.4448
3 C -1.880 0.674 0.123  0.4511
4 C -2.560 -0.503 -0.198  -0.7204
5 C -2.039 -1.721 0.192  -0.4836
6 C -0.862 -1.837 0.921  0.6442
7 O -0.181 -2.994 1.138  -0.5272
8 C -0.316 -0.656 1.437  -0.5853
9 C -0.812 0.581 1.010  -0.4259
10 H -3.784 1.333 -1.958  0.3821
11 H -2.144 1.596 -2.731  0.2668
12 H -2.971 2.998 -2.262  0.3292
13 H -1.075 2.368 -0.840  0.2961
14 H -2.456 2.709 0.006  0.3253
15 H -3.427 -0.323 -0.812  0.2205
16 H -2.667 -2.582 -0.115  0.2386
17 H -0.675 -3.741 0.795  0.2837
18 H 0.498 -0.602 2.145  0.4803
19 H -0.206 1.411 1.347  0.3918
20 C 2.860 -1.087 -0.471  -0.9051
21 S 2.628 0.495 0.376  0.0300
22 C 4.313 0.588 1.032  -0.9269
23 H 1.864 -1.411 -0.759  0.2355
24 H 3.519 -0.935 -1.340  0.3700
25 H 3.358 -1.843 0.103  0.3165
26 H 4.334 0.005 1.957  0.2778
27 H 4.646 1.611 1.118  0.3100
28 H 5.046 0.008 0.433  0.3086

HOMO = -0.297 Ha
net charge = 0
LUMO = 0.843 eV
structure (SMILES) = CCc1ccc(O)cc1.CSC

***

ii | ORCA calculation (the ωB97M-V functional and the def2-TZVPD basis) on 2 unconnected molecules or ions with the total composition C10H16OS.

Last column: Mulliken charge in e.
Positions of all 28 atoms, in Å:
1 C -1.108 1.309 3.550  -0.4018
2 C 0.276 1.922 0.571  -0.5794
3 C -0.164 1.671 -0.893  -0.9794
4 C -1.723 0.064 0.190  -1.0128
5 C 0.319 0.670 1.379  -0.5165
6 C -0.834 0.311 -1.040  -0.2074
7 C -0.461 -0.466 0.893  -0.0256
8 C 0.092 -0.821 -0.544  1.6433
9 C 1.589 -0.703 -0.794  -1.9043
10 C -0.360 -2.204 -0.994  -1.5588
11 O -2.938 2.839 4.467  -0.5502
12 S -2.147 2.500 3.260  0.2340
13 H -0.961 0.741 4.450  0.3486
14 H 1.248 2.420 0.603  0.3974
15 H -0.434 2.616 1.026  0.1882
16 H -0.862 2.451 -1.203  0.4593
17 H 0.700 1.726 -1.558  0.3362
18 H -2.180 0.937 0.647  0.2482
19 H -2.478 -0.699 0.032  0.3170
20 H 1.148 0.506 2.048  0.3166
21 H -1.278 0.184 -2.028  0.4493
22 H -0.545 -1.285 1.603  0.4792
23 H 1.776 -0.742 -1.869  0.3748
24 H 2.114 -1.538 -0.328  0.4188
25 H 2.010 0.218 -0.402  0.4058
26 H -0.194 -2.310 -2.064  0.3956
27 H -1.413 -2.382 -0.792  0.3340
28 H 0.220 -2.972 -0.482  0.3898

HOMO (spin up / spin down) = -0.297 / -0.316 Ha
net charge = 0
LUMO (spin up / spin down) = -0.873 / -0.434 eV

***

iii | ORCA calculation (the ωB97M-V functional and the def2-TZVPD basis) on 2 unconnected molecules or ions with the total composition C10H16OS.

Last column: Mulliken charge in e.
Positions of all 28 atoms, in Å:
1 C -1.074 2.849 -1.705  -0.2798
2 C 1.397 1.202 -0.192  -0.2953
3 C 2.005 -0.248 -0.322  -1.3118
4 C -0.316 -0.717 -1.158  -1.1765
5 C -0.040 1.202 0.262  -0.6815
6 C 0.863 -1.205 -0.208  0.0610
7 C -0.852 0.003 0.043  -0.3274
8 C -0.083 -1.136 0.931  1.5423
9 C 0.273 -0.603 2.284  -1.8755
10 C -0.962 -2.466 0.957  -1.4754
11 O -2.665 3.993 -3.247  -0.5374
12 S -2.562 2.805 -2.326  0.2513
13 H -0.139 3.277 -1.658  0.3892
14 H 2.135 1.851 0.526  0.2474
15 H 1.482 1.720 -1.243  0.2456
16 H 2.402 -0.297 -1.263  0.5213
17 H 2.829 -0.368 0.495  0.2999
18 H 0.150 -0.197 -1.993  0.3864
19 H -0.860 -1.555 -1.592  0.2837
20 H -0.513 1.895 0.977  0.2383
21 H 1.218 -2.294 -0.387  0.3351
22 H -1.849 0.002 0.191  0.8225
23 H 0.408 -1.391 2.936  0.5662
24 H -0.697 -0.180 2.656  0.3422
25 H 1.021 0.203 2.364  0.3223
26 H -0.388 -3.356 1.039  0.4238
27 H -1.410 -2.528 -0.054  0.3200
28 H -1.774 -2.459 1.690  0.3621

HOMO (spin up / spin down) = -0.279 / -0.330 Ha
net charge = 0
LUMO (spin up / spin down) = -0.823 / -0.018 eV

***

Most stable: i (next structure +379.5 kJ/mol)

***

i | ORCA calculation (the ωB97M-V functional and the def2-TZVPD basis) on a single C19H22N2O4S molecule.

Last column: Mulliken charge in e.
Positions of all 48 atoms, in Å:
1 C -2.078 -3.601 0.675  -1.0361
2 S -2.911 -2.194 -0.106  1.2603
3 O -4.249 -2.157 0.401  -0.7181
4 O -2.739 -2.262 -1.524  -0.6397
5 N -2.091 -0.881 0.555  0.0480
6 C -2.865 0.006 1.397  -1.5777
7 C -3.246 1.289 0.700  0.9233
8 C -3.560 1.272 -0.653  -0.1029
9 C -3.920 2.442 -1.298  -0.8537
10 C -3.974 3.635 -0.598  -0.3803
11 C -3.668 3.656 0.752  -0.6492
12 C -3.303 2.488 1.398  -0.3553
13 C -0.814 -0.520 0.138  2.1091
14 C -0.195 0.634 0.627  -0.1906
15 C 1.100 0.952 0.266  -0.9269
16 C 1.819 0.138 -0.601  0.1971
17 C 3.188 0.503 -1.072  0.2598
18 O 3.446 0.610 -2.257  -0.6637
19 N 4.114 0.758 -0.109  0.0487
20 C 4.031 0.348 1.273  -0.4499
21 C 5.052 -0.772 1.527  -0.6825
22 O 6.355 -0.371 1.181  -0.3762
23 C 6.428 -0.006 -0.182  -0.5355
24 C 5.459 1.136 -0.497  -0.7737
25 C 1.188 -0.981 -1.130  -1.5162
26 C -0.099 -1.318 -0.759  -0.7966
27 H -1.007 -3.473 0.606  0.3847
28 H -2.393 -4.498 0.156  0.4055
29 H -2.405 -3.625 1.706  0.3275
30 H -2.321 0.205 2.327  0.4412
31 H -3.775 -0.546 1.644  0.5892
32 H -3.522 0.338 -1.195  0.3312
33 H -4.160 2.420 -2.350  0.4006
34 H -4.254 4.548 -1.103  0.3867
35 H -3.710 4.584 1.304  0.3765
36 H -3.064 2.507 2.452  0.3963
37 H -0.724 1.307 1.280  0.2602
38 H 1.546 1.859 0.647  0.4438
39 H 3.028 -0.008 1.507  0.4254
40 H 4.274 1.206 1.911  0.2079
41 H 5.083 -1.031 2.587  0.3561
42 H 4.763 -1.660 0.943  0.3344
43 H 7.459 0.298 -0.361  0.3539
44 H 6.186 -0.873 -0.815  0.3162
45 H 5.454 1.354 -1.565  0.4567
46 H 5.747 2.030 0.068  0.2981
47 H 1.717 -1.594 -1.844  0.4621
48 H -0.567 -2.171 -1.217  0.4246

HOMO = -0.320 Ha
net charge = 0
LUMO = 0.431 eV
structure (SMILES) = CS(=O)(=O)N(Cc1ccccc1)c1ccc(C(=O)N2CCOCC2)cc1

***

ii | ORCA calculation (the ωB97M-V functional and the def2-TZVPD basis) on a single C19H22N2O4S molecule.

Last column: Mulliken charge in e.
Positions of all 48 atoms, in Å:
1 C 0.586 2.850 1.204  -1.3734
2 C -0.672 2.305 0.599  0.7306
3 C -1.852 2.239 1.330  -0.5432
4 C -3.010 1.722 0.779  -0.5025
5 C -3.006 1.248 -0.528  0.1756
6 N -4.158 0.629 -1.031  -0.3135
7 S -4.684 -0.740 -0.182  1.1989
8 O -5.319 -0.330 1.029  -0.6372
9 O -5.419 -1.519 -1.130  -0.7021
10 C -3.091 -1.471 0.184  -0.1708
11 C -2.394 -2.091 -0.835  -0.7072
12 C -1.055 -2.388 -0.652  -0.9780
13 C -0.417 -2.014 0.526  0.4957
14 C 1.057 -2.251 0.660  0.1719
15 O 1.591 -3.295 0.344  -0.6434
16 N 1.722 -1.190 1.170  0.0288
17 C 3.155 -1.169 1.329  -1.2494
18 C 3.852 -0.419 0.185  0.2933
19 C 3.622 -1.062 -1.201  -0.8349
20 C 2.800 -0.013 -1.953  -0.1252
21 C 3.235 1.266 -1.242  -0.5107
22 O 3.332 0.905 0.120  -0.4423
23 C -1.144 -1.433 1.561  -0.1455
24 C -2.491 -1.170 1.392  -0.2196
25 C -1.840 1.340 -1.281  -0.7404
26 C -0.693 1.867 -0.720  -0.3072
27 H 0.776 3.856 0.830  0.4068
28 H 0.502 2.906 2.287  0.3552
29 H 1.449 2.237 0.949  0.1630
30 H -1.866 2.594 2.350  0.3845
31 H -3.922 1.658 1.350  0.5795
32 H -4.121 0.422 -2.019  0.4005
33 H -2.909 -2.330 -1.753  0.4765
34 H -0.485 -2.882 -1.424  0.4863
35 H 1.249 -0.304 1.258  0.1676
36 H 3.396 -0.680 2.276  0.4178
37 H 3.503 -2.204 1.348  0.4467
38 H 4.927 -0.372 0.415  0.3384
39 H 4.577 -1.228 -1.700  0.3375
40 H 3.108 -2.015 -1.116  0.3434
41 H 1.732 -0.180 -1.800  -0.1327
42 H 3.009 0.010 -3.019  0.4588
43 H 4.214 1.599 -1.615  0.2848
44 H 2.527 2.092 -1.320  0.3649
45 H -0.658 -1.189 2.493  0.5781
46 H -3.086 -0.723 2.171  0.5648
47 H -1.834 0.990 -2.304  0.3210
48 H 0.206 1.928 -1.316  0.3085

HOMO = -0.326 Ha
net charge = 0
LUMO = 0.163 eV
structure (SMILES) = Cc1ccc(NS(=O)(=O)c2ccc(C(=O)NC[C@H]3CCCO3)cc2)cc1

***

iii | ORCA calculation (the ωB97M-V functional and the def2-TZVPD basis) on a single C19H22N2O4S molecule.

Last column: Mulliken charge in e.
Positions of all 48 atoms, in Å:
1 C -1.681 -2.650 -1.035  -1.0063
2 C -0.411 -2.851 -0.468  0.3306
3 C 0.875 -3.094 -1.234  -0.7960
4 C 1.863 -1.925 -1.136  -0.1836
5 C 1.180 -0.684 -1.629  0.0233
6 C 1.291 -0.287 -2.923  -0.1904
7 C 0.514 0.825 -3.452  0.3924
8 O 0.371 0.949 -4.659  -0.6734
9 N -0.083 1.773 -2.620  0.0116
10 C -0.852 2.904 -3.102  -0.5462
11 C -1.871 3.470 -2.112  -0.6343
12 O -1.259 3.870 -0.886  -0.4544
13 C -1.118 2.925 0.116  0.4360
14 C -0.422 3.324 1.274  -0.8110
15 C -0.208 2.441 2.346  -0.3948
16 C -0.678 1.126 2.339  0.1118
17 C -0.457 0.154 3.486  -1.6187
18 C 0.691 -0.703 3.112  1.1556
19 S 2.303 -0.087 2.750  -0.1083
20 C 2.841 -1.729 2.614  0.4868
21 O 3.956 -2.038 2.298  -0.6224
22 N 1.895 -2.660 2.870  0.0737
23 C 0.657 -2.102 3.099  -0.6241
24 O -0.431 -2.884 3.325  -0.5728
25 C -1.287 0.686 1.171  -0.1019
26 C -1.521 1.591 0.103  -0.0258
27 H -2.548 -2.558 -0.427  0.3476
28 H -1.736 -2.544 -2.115  0.2626
29 H -0.347 -2.867 0.639  0.1712
30 H 0.611 -3.242 -2.291  0.3713
31 H 1.376 -3.988 -0.832  0.3431
32 H 2.767 -2.144 -1.702  0.4742
33 H 2.149 -1.784 -0.085  -0.3262
34 H 0.587 -0.101 -0.940  -0.1490
35 H 1.841 -0.804 -3.646  0.4815
36 H 0.151 1.768 -1.628  0.1685
37 H -0.151 3.676 -3.390  0.2539
38 H -1.401 2.610 -3.984  0.4439
39 H -2.319 4.335 -2.556  0.4093
40 H -2.722 2.800 -1.967  0.2986
41 H -0.215 4.393 1.375  0.3821
42 H 0.259 2.839 3.228  0.3941
43 H -1.352 -0.366 3.748  0.5345
44 H -0.180 0.708 4.365  0.3793
45 H 2.102 -3.608 2.820  0.1626
46 H -1.232 -2.376 3.425  0.3414
47 H -1.710 -0.282 1.076  0.4994
48 H -2.089 1.190 -0.757  0.0989

HOMO = -0.295 Ha
net charge = 0
LUMO = 0.184 eV
structure (SMILES) = C=CCC/C=C/C(=O)NCCOc1ccc(Cc2sc(=O)[nH]c2O)cc1

***

Most stable: ii (next structure +67.2 kJ/mol)

***

i | ORCA calculation (the ωB97M-V functional and the def2-TZVPD basis) on a molecular structure, C3H2FO2Rb.

Last column: Mulliken charge in e.
Positions of all 9 atoms, in Å:
1 F -0.149 0.805 1.500  -0.4481
2 O -0.821 -0.276 -0.890  -0.5531
3 O 0.370 -1.592 1.300  -0.5712
4 C 0.139 0.738 -1.143  -0.3258
5 C 0.932 0.595 0.077  -0.3819
6 C 0.310 -0.611 0.605  0.7958
7 H 0.738 0.470 -2.033  0.1911
8 H 2.023 0.545 0.023  0.3383
9 Rb -3.542 -0.674 0.562  0.9548

HOMO (spin up / spin down) = -0.222 / -0.229 Ha
net charge = 0
LUMO (spin up / spin down) = -1.126 / -1.127 eV

***

ii | ORCA calculation (the ωB97M-V functional and the def2-TZVPD basis) on a molecular structure, C3H2FO2Rb.

Last column: Mulliken charge in e.
Positions of all 9 atoms, in Å:
1 C 3.240 -2.243 -1.972  0.0744
2 O 2.826 -1.370 -1.386  -0.0535
3 O -2.822 0.389 -1.194  -0.5029
4 C -2.476 0.497 -0.011  -0.2855
5 C -2.622 -0.757 0.852  -0.0046
6 H -2.874 -1.683 0.315  0.1942
7 H -3.339 -0.598 1.671  0.1475
8 Rb 0.853 1.010 0.379  0.7620
9 F -1.343 -0.982 1.462  -0.3316

HOMO (spin up / spin down) = -0.194 / -0.193 Ha
net charge = 0
LUMO (spin up / spin down) = -0.837 / -0.836 eV

***

Most stable: ii (next structure +259.3 kJ/mol)